Density functional theory data (wB97M-V/def2-TZVPD) for a structure of composition C14H37AlFN8O16.

Output
LUMO in eV: 1.6
HOMO-LUMO gap in Ha: 0.195

```
! RIJCOSX wB97M-V def2-TZVPD def2/J DEFGRID3
* xyz -1 1
C -3.385 -2.077 0.202
C -3.692 -0.599 0.105
F -4.829 -0.360 0.966
Al -2.153 0.732 0.359
C -0.419 -0.054 1.102
N -0.504 -1.251 2.011
C -2.799 2.371 1.401
C -3.329 2.081 2.814
C -2.252 1.847 3.891
C -0.986 2.627 3.741
O 0.124 2.100 3.793
O -1.116 3.977 3.557
H -2.719 -2.375 -0.605
H -3.003 -2.386 1.165
H -4.318 -2.631 0.036
H -4.063 -0.439 -0.901
H -1.794 1.293 -1.145
H 0.174 -0.362 0.243
H 0.187 0.699 1.615
H -0.560 -2.090 1.453
H -1.371 -1.206 2.525
H -2.074 3.182 1.387
H -3.649 2.735 0.819
H -3.993 2.884 3.143
H -3.934 1.178 2.777
H -1.980 0.802 3.967
H -2.675 2.133 4.858
H -0.509 4.199 2.845
C 2.168 -1.162 -3.401
N 1.015 -1.101 -2.463
O 0.093 -0.381 -2.789
O 1.081 -1.742 -1.441
H 1.936 -0.534 -4.247
H 3.042 -0.798 -2.867
H 2.303 -2.194 -3.701
C -4.705 -0.187 -5.102
N -4.768 -0.211 -3.615
O -4.544 -1.265 -3.062
O -5.039 0.834 -3.072
H -4.453 -1.182 -5.450
H -5.680 0.125 -5.462
H -3.943 0.534 -5.381
C 3.148 1.735 4.291
N 4.196 2.769 4.072
O 3.894 3.933 4.189
O 5.314 2.377 3.782
H 2.214 2.225 4.531
H 3.054 1.164 3.373
H 3.491 1.102 5.104
C 2.793 -1.714 -8.356
N 2.739 -2.102 -6.922
O 3.218 -1.340 -6.115
O 2.204 -3.157 -6.657
H 3.288 -0.754 -8.430
H 3.343 -2.490 -8.880
H 1.770 -1.659 -8.714
C 8.002 2.174 5.785
N 8.304 1.665 7.151
O 9.252 0.921 7.285
O 7.577 2.033 8.047
H 8.731 1.762 5.099
H 6.997 1.856 5.525
H 8.059 3.256 5.822
C 0.404 2.123 -4.439
N 0.514 1.671 -5.854
O -0.346 2.012 -6.635
O 1.456 0.956 -6.132
H -0.482 2.737 -4.345
H 0.333 1.230 -3.819
H 1.305 2.684 -4.209
C -3.486 -6.027 2.969
N -2.592 -4.953 2.454
O -2.455 -4.864 1.257
O -2.076 -4.236 3.282
H -3.878 -6.579 2.124
H -2.889 -6.661 3.617
H -4.280 -5.544 3.530
*
```

=====

Density functional theory data (wB97M-V/def2-TZVPD) for the molecule C5H9N3.

Output
LUMO in eV: 0.8
SMILES: C[C@H]1NN=C/C1=C/N
HOMO-LUMO gap in Ha: 0.294
Energy relative to the best compared isomer or geometry (same formula, charge and spin) in eV: 3.920

```
! RIJCOSX wB97M-V def2-TZVPD def2/J DEFGRID3
* xyz 0 1
C -0.132 2.052 0.357
C 0.454 0.813 -0.380
N 1.756 0.419 -0.076
N 2.006 -0.884 0.162
C 0.877 -1.476 0.071
C -0.253 -0.555 -0.101
C -1.557 -0.892 0.118
N -2.633 -0.187 -0.203
H -0.966 2.559 -0.511
H -0.546 1.839 1.461
H 0.947 2.744 0.463
H 0.400 0.850 -1.422
H 2.616 0.889 -0.511
H 0.764 -2.570 0.355
H -1.655 -2.016 0.247
H -3.344 -0.198 0.503
H -2.458 0.814 -0.163
*
```

=====

no.,E_HOMO (eV)
1,-3.67
2,-7.19